# 1
104
Properties=species:S:1:pos:R:3:forces:R:3:lowdin_charge:R:1 method="wB97M-V/def2-TZVPD" orbital_gap_ev=9.1 e_lumo_ev=0.1 total_energy_ev=-104658.433
Mg 0.207803 2.059213 0.323546 -0.50 0.82 -0.95 0.35
B 0.330809 3.469309 1.796010 0.52 1.80 1.65 -0.34
H 0.047088 3.982370 0.770879 -0.64 0.51 -0.80 -0.01
H -0.440030 2.643881 2.124276 -0.68 -0.28 0.33 -0.02
H 1.334522 2.909548 1.530567 1.26 -0.20 0.50 -0.02
H 0.479961 4.327591 2.621635 0.11 -0.11 0.04 0.01
B 0.086053 -0.087249 0.682472 -0.49 -2.29 0.45 -0.38
H 0.346292 0.662748 1.535768 0.37 0.42 0.92 -0.01
H 0.958704 -0.925726 0.674792 0.09 0.03 -0.50 0.02
H -0.968481 -0.593876 0.981879 0.00 0.05 -0.04 0.02
H -0.099828 0.464482 -0.333895 0.00 -0.55 -1.40 -0.01
C -0.522464 -4.990075 2.819934 -0.28 -0.20 -0.39 -0.01
C -1.089496 -3.630723 2.486746 -0.41 -0.03 0.64 -0.28
C -1.171425 -3.258360 1.001852 0.98 -0.32 0.53 -0.13
O -2.489726 -2.775243 0.832685 -0.03 0.38 -0.15 0.05
C -3.174852 -2.847641 2.003555 0.17 -0.42 -0.22 -0.57
O -4.257135 -2.381861 2.153605 -0.21 0.03 0.09 0.16
O -2.480636 -3.551910 2.912146 0.00 0.10 -0.28 0.09
H -0.850811 -5.734471 2.089856 -0.01 0.00 0.03 0.09
H -0.875760 -5.315001 3.796690 0.17 0.11 0.11 0.09
H 0.566910 -4.962584 2.802566 0.01 0.02 0.09 0.08
H -0.607289 -2.872679 3.106197 0.22 0.16 -0.33 0.13
H -0.974344 -4.102792 0.338190 -0.34 -0.21 0.11 0.12
H -0.422941 -2.496654 0.788939 -0.35 0.15 -0.12 0.06
C -2.237773 0.324242 3.442257 0.09 -0.05 0.72 -0.01
C -2.028156 -0.390924 4.755108 0.73 0.62 -0.12 -0.47
O -1.050175 -1.088642 4.954970 -0.21 -0.25 -0.15 0.04
C -2.969949 -0.075798 5.874297 -0.37 -0.36 -0.03 -0.02
H -3.010277 -0.169068 2.854677 -0.01 0.02 -0.08 0.08
H -1.289443 0.373368 2.921027 -0.09 -0.13 -0.20 0.05
H -2.572021 1.338807 3.658026 -0.14 -0.01 -0.16 0.09
H -2.564665 -0.508346 6.784981 -0.18 0.09 0.12 0.08
H -3.950998 -0.503960 5.646778 0.02 -0.07 0.07 0.09
H -3.131303 0.997441 5.959011 0.15 0.05 0.07 0.08
C 3.327568 -2.220214 5.313053 0.47 0.27 -0.46 -0.02
C 3.215570 -1.309063 4.105972 -0.15 -0.63 -0.16 -0.48
O 4.136771 -0.634840 3.701453 0.04 0.10 0.21 0.06
C 1.931555 -1.428605 3.308759 0.61 0.72 0.50 -0.01
H 3.616964 -3.177738 4.864307 -0.31 -0.17 0.25 0.09
H 2.380490 -2.293028 5.839290 0.01 -0.19 0.06 0.08
H 4.150471 -1.938203 5.966104 -0.11 0.19 0.06 0.08
H 2.025291 -0.672629 2.538645 -0.36 -0.15 -0.23 0.05
H 1.066145 -1.209977 3.940277 -0.06 -0.15 -0.12 0.07
H 1.846677 -2.431554 2.886482 -0.05 0.01 -0.01 0.09
C 1.695775 2.915936 -4.593667 0.07 -0.11 -0.46 -0.19
C 2.138154 4.039867 -3.640326 0.56 -0.07 0.02 -0.20
C 0.881968 4.726629 -3.168399 -0.78 0.24 -0.43 -0.21
S -0.293429 3.410694 -2.882839 0.77 0.33 -0.80 0.72
O -1.615153 3.861548 -3.207900 -0.49 -0.10 0.21 -0.29
O -0.018778 2.831727 -1.596558 -0.08 -0.16 0.27 -0.34
C 0.357932 2.311998 -4.143092 -0.28 0.38 -0.03 -0.19
H 2.456131 2.148990 -4.728315 0.02 -0.04 0.34 0.11
H 1.565627 3.337987 -5.593122 -0.14 0.11 0.09 0.12
H 2.757272 4.754852 -4.182657 0.07 -0.03 0.06 0.12
H 2.748640 3.647137 -2.825919 -0.22 0.01 0.14 0.09
H 0.437199 5.259812 -4.015401 0.01 0.04 0.05 0.12
H 0.884029 5.417546 -2.329079 0.30 -0.24 0.22 0.12
H -0.381441 2.366373 -4.938947 -0.03 -0.31 0.00 0.11
H 0.386673 1.313363 -3.716685 0.10 -0.01 -0.04 0.08
C -4.720667 1.897135 -2.037405 0.07 -0.27 -0.70 -0.20
C -3.743207 0.721359 -2.204241 0.07 0.13 -0.34 -0.21
C -3.444388 0.256494 -0.800062 -0.13 -0.71 0.91 -0.21
S -3.260407 1.743969 0.176606 -1.06 -0.03 -1.09 0.73
O -1.870413 2.110166 0.204596 0.10 0.22 0.34 -0.35
O -4.056686 1.673154 1.367314 0.31 0.01 0.33 -0.28
C -4.089750 2.816134 -1.001627 -0.23 0.47 -0.11 -0.20
H -5.710040 1.512662 -1.784584 0.03 0.16 0.36 0.12
H -4.827467 2.441528 -2.976910 -0.02 -0.03 0.01 0.12
H -2.851442 1.066123 -2.733301 0.13 -0.02 0.22 0.10
H -4.132957 -0.095654 -2.811658 -0.20 0.05 0.05 0.12
H -2.603394 -0.410645 -0.614956 0.31 0.28 -0.23 0.09
H -4.289503 -0.254626 -0.325929 -0.16 0.11 -0.25 0.12
H -3.360666 3.463088 -1.489275 0.23 -0.19 0.11 0.09
H -4.794867 3.459992 -0.480144 -0.03 -0.18 0.20 0.11
C -0.012450 -3.004056 -2.147540 -0.65 0.12 -0.09 -0.21
C -1.223385 -3.850148 -2.643171 0.99 -0.08 1.10 -0.20
C -1.977424 -3.014563 -3.641386 -0.30 0.59 -0.16 -0.20
S -0.788678 -1.872496 -4.394143 -0.08 -0.45 -0.07 0.68
O -1.207976 -0.514478 -4.134237 -0.03 0.05 -0.03 -0.33
O -0.513049 -2.295347 -5.742950 0.02 0.16 -0.10 -0.32
C 0.587616 -2.278193 -3.339133 0.56 0.04 0.29 -0.22
H 0.713124 -3.609522 -1.607970 0.07 -0.01 -0.08 0.12
H -0.412896 -2.272280 -1.441196 0.20 0.12 -0.03 0.10
H -1.793846 -4.035857 -1.732983 -0.42 -0.21 -0.30 0.10
H -0.866666 -4.814081 -3.004658 -0.16 0.06 -0.37 0.12
H -2.688763 -2.348762 -3.150978 -0.06 -0.11 0.05 0.10
H -2.479726 -3.544787 -4.445088 0.07 -0.09 -0.02 0.11
H 1.098319 -1.357622 -3.054522 -0.06 0.05 -0.08 0.09
H 1.278528 -2.896149 -3.911580 -0.13 -0.07 -0.09 0.11
C 5.129040 0.321106 0.468561 -0.21 -0.01 -0.60 -0.19
C 5.747306 1.210445 -0.613926 0.02 0.87 -0.12 -0.21
C 4.639338 2.172595 -1.060039 0.07 0.10 -0.02 -0.21
S 3.178258 1.138208 -1.143983 0.39 -0.79 0.94 0.72
O 2.927990 0.632596 -2.468362 -0.18 0.35 -0.44 -0.30
O 2.118152 1.794760 -0.409056 0.53 0.17 -0.41 -0.36
C 3.847094 -0.213363 -0.151412 -0.48 -0.41 -0.30 -0.20
H 4.812054 0.894411 1.339982 0.50 0.02 0.17 0.12
H 5.830838 -0.465050 0.731376 -0.20 -0.09 0.33 0.12
H 6.106217 0.663519 -1.487884 -0.06 -0.31 0.16 0.12
H 6.585607 1.808083 -0.253450 0.02 -0.13 0.11 0.12
H 4.805593 2.666560 -2.015329 -0.02 -0.13 -0.07 0.10
H 4.453726 2.926235 -0.294464 -0.14 -0.04 0.00 0.12
H 3.974662 -1.030128 -0.864376 0.30 0.09 -0.03 0.11
H 3.060991 -0.530542 0.532016 0.07 0.21 0.17 0.07

---

# 2
98
Properties=species:S:1:pos:R:3:forces:R:3:lowdin_charge:R:1 method="wB97M-V/def2-TZVPD" orbital_gap_ev=4.6 e_lumo_ev=2.0 total_energy_ev=-62685.222 charge=-1
C -0.109372 -6.060715 2.566776 -0.09 1.16 1.54 -0.34
P -0.615103 -5.276213 0.883622 0.99 -1.14 -1.52 0.68
O -1.480393 -3.855885 1.348656 0.59 0.10 0.09 -0.42
N 0.867943 -4.918748 0.025356 -1.79 3.55 0.84 -0.32
C 1.050741 -3.455009 -0.104126 -0.33 -2.51 -0.42 -0.45
C 0.586062 -2.874996 -1.459953 1.36 4.34 1.63 -0.05
C 0.736580 -1.316648 -1.621681 1.34 -3.64 4.41 -0.06
C 1.363810 -0.665955 -0.343139 -0.18 -0.92 -0.38 -0.11
C 1.810589 -1.412213 0.923343 -2.01 -1.02 -3.99 -0.17
N 1.636990 -2.820215 1.028985 -0.69 3.24 -2.76 0.04
H 0.767095 -5.478284 3.042945 -1.08 -1.06 -0.77 0.03
H -0.984598 -5.952604 3.315098 1.09 -0.23 -1.18 0.02
H 0.122437 -7.175353 2.466287 -0.16 1.68 -0.17 0.00
H -1.915890 -3.445645 0.572681 0.57 -0.69 0.50 0.03
H 0.154522 -3.512456 -2.307828 0.80 0.84 1.75 0.08
H 0.413755 -0.742032 -2.546601 0.53 -0.72 1.46 0.06
H 1.503752 0.475640 -0.355354 -0.19 -1.87 0.05 0.06
H 2.240501 -0.803434 1.782556 -0.58 -1.10 -1.19 0.09
C -1.466649 1.641333 2.134248 -0.07 -0.27 -0.27 -0.12
O -1.648745 0.359456 1.557041 -0.05 0.42 0.39 -0.19
C -1.154695 -0.688776 2.394455 -0.33 -0.48 -0.40 -0.20
C -2.292166 -1.406411 3.110684 0.54 0.16 0.29 -0.19
O -2.918452 -0.554078 4.075044 -0.37 0.24 -0.25 -0.20
C -4.156175 -0.037719 3.613523 0.23 -0.05 0.23 -0.13
H -2.026947 2.365376 1.539020 0.00 -0.07 -0.05 0.07
H -1.833814 1.677905 3.163061 0.03 0.01 0.05 0.08
H -0.405948 1.912567 2.108076 0.05 0.09 0.10 0.09
H -0.420063 -0.304947 3.111643 -0.12 0.03 0.02 0.13
H -0.644472 -1.402225 1.742925 -0.06 -0.01 0.13 0.09
H -1.879691 -2.256774 3.658935 -0.01 -0.02 -0.14 0.12
H -3.024714 -1.792147 2.394262 0.08 0.07 0.03 0.12
H -4.909321 -0.832563 3.600750 -0.10 0.03 -0.11 0.08
H -4.065176 0.401369 2.616430 -0.01 -0.05 -0.03 0.08
H -4.481683 0.739990 4.307933 0.07 -0.07 0.02 0.08
C 3.167465 6.231052 -1.608129 0.07 -0.01 -0.21 -0.12
O 3.982566 5.397511 -2.419157 -0.15 0.00 0.36 -0.20
C 4.620005 4.366065 -1.666657 -0.05 -0.16 -0.53 -0.20
C 3.924544 3.024121 -1.866001 -0.05 0.09 0.58 -0.19
O 2.623551 3.025217 -1.283900 0.07 0.28 -0.36 -0.20
C 1.598572 3.172655 -2.257071 -0.02 -0.18 0.14 -0.11
H 2.572615 6.867639 -2.265075 0.10 -0.05 -0.03 0.09
H 2.489339 5.646694 -0.981845 0.03 -0.02 0.03 0.08
H 3.797200 6.868298 -0.979354 -0.07 0.03 0.11 0.09
H 4.667118 4.627868 -0.603672 -0.10 -0.06 -0.05 0.12
H 5.646357 4.289072 -2.038213 0.02 -0.03 0.02 0.12
H 4.501519 2.249999 -1.352125 0.04 -0.02 -0.03 0.13
H 3.878830 2.759899 -2.927970 0.00 0.11 0.03 0.13
H 1.504813 2.250758 -2.839272 -0.08 0.06 -0.09 0.09
H 1.793207 4.015284 -2.926424 0.04 0.00 -0.02 0.08
H 0.656001 3.352943 -1.736322 0.12 -0.06 0.07 0.08
C 2.439354 -8.632435 0.503151 -0.06 0.35 -0.03 -0.10
O 2.075658 -8.812312 1.866071 0.29 -0.53 -0.09 -0.21
C 2.167830 -10.172685 2.275369 -0.02 0.58 0.34 -0.21
C 3.424334 -10.416659 3.103850 -0.02 -0.32 -0.48 -0.20
O 4.601793 -10.287924 2.309115 -0.08 0.27 0.21 -0.20
C 5.263734 -9.049268 2.523403 0.02 -0.09 -0.11 -0.11
H 2.526691 -7.561191 0.313500 -0.19 -0.03 0.09 0.08
H 3.396768 -9.106749 0.272784 0.00 -0.10 0.04 0.08
H 1.657801 -9.039822 -0.145368 0.05 -0.01 -0.08 0.09
H 2.131234 -10.846257 1.411590 0.12 0.02 0.05 0.12
H 1.290943 -10.378374 2.897515 0.00 -0.07 0.04 0.12
H 3.404665 -11.444948 3.477702 -0.03 -0.03 0.04 0.12
H 3.459501 -9.745011 3.968406 -0.05 0.05 -0.11 0.12
H 5.743561 -9.049456 3.507671 0.00 0.11 0.04 0.08
H 4.575301 -8.203998 2.447757 0.00 -0.03 0.03 0.09
H 6.035554 -8.938752 1.759310 -0.07 -0.11 0.04 0.09
C -2.801689 8.742870 1.730256 0.08 0.00 -0.21 -0.12
O -1.985053 7.906670 0.923563 -0.17 -0.02 0.36 -0.19
C -1.348021 6.878517 1.680679 -0.04 -0.15 -0.54 -0.19
C -2.042209 5.535429 1.485092 0.01 0.13 0.57 -0.20
O -3.345071 5.537738 2.065977 0.02 0.18 -0.38 -0.19
C -4.369477 5.680981 1.092729 -0.02 -0.07 0.18 -0.11
H -3.395941 9.376562 1.069994 0.10 -0.05 -0.03 0.09
H -3.480330 8.160687 2.357923 0.04 -0.01 0.04 0.08
H -2.173178 9.382860 2.357326 -0.07 0.02 0.11 0.09
H -1.302443 7.144154 2.742732 -0.10 -0.06 -0.05 0.13
H -0.321255 6.800779 1.310743 0.01 -0.04 0.02 0.12
H -1.465469 4.763714 2.002635 0.05 0.00 -0.03 0.12
H -2.086383 5.267231 0.423954 0.00 0.11 0.03 0.13
H -4.463234 4.757286 0.512964 -0.04 0.05 -0.10 0.09
H -4.175236 6.521157 0.420945 0.03 -0.03 -0.02 0.08
H -5.311484 5.862569 1.613748 0.12 -0.06 0.05 0.09
C -0.263078 2.852545 -5.676404 0.09 -0.20 0.09 -0.11
O -0.618087 1.961601 -4.629015 -0.19 0.35 -0.17 -0.20
C -1.588419 2.522071 -3.746164 0.01 -0.58 0.06 -0.20
C -2.976662 1.954011 -4.017557 0.02 0.52 -0.04 -0.19
O -3.474500 2.385956 -5.283591 0.21 -0.29 -0.05 -0.20
C -3.376632 1.373732 -6.275101 -0.10 0.16 0.00 -0.11
H 0.328383 2.299021 -6.407413 -0.01 -0.03 0.12 0.09
H -1.144866 3.258876 -6.177476 -0.02 0.04 0.04 0.08
H 0.347319 3.669407 -5.278574 -0.02 0.11 -0.08 0.08
H -1.593151 3.616179 -3.811436 -0.06 -0.06 -0.09 0.13
H -1.289286 2.248728 -2.729855 -0.06 -0.02 0.02 0.12
H -3.666078 2.334913 -3.258724 0.02 -0.02 0.05 0.12
H -2.972640 0.860988 -3.949889 0.10 0.07 -0.03 0.13
H -4.115421 0.589890 -6.080470 0.07 -0.10 -0.05 0.09
H -2.375250 0.937236 -6.310630 -0.03 -0.03 0.04 0.08
H -3.594292 1.824819 -7.245251 -0.03 0.05 0.12 0.09